The following is a DFT calculation (ωB97M-V/def2-TZVPD) of C9H24N5O2S3SbW as an isolated structure.

```
45
Properties=species:S:1:pos:R:3:mulliken_charge:R:1
W -0.31800 -0.23620 0.25791 3.03
N 0.05191 1.59807 -1.21508 -0.64
C 1.46316 1.68000 -1.67568 -1.00
C 2.29527 1.29550 -0.49809 -0.80
N 1.93932 -0.09369 -0.03011 -0.51
C 2.47474 -1.09061 -1.04408 -0.33
C 1.39130 -1.81446 -1.85159 -1.09
N 0.06187 -1.12289 -1.74717 -0.25
C 2.65008 -0.28072 1.29712 -0.62
C 1.83897 0.36579 2.38254 -0.92
N 0.52190 -0.31692 2.34283 -0.56
H -0.56064 1.75963 -2.01120 0.33
H -0.12313 2.37980 -0.58640 0.30
H 1.71953 2.68280 -2.01315 0.58
H 1.61260 1.01290 -2.52424 0.34
H 2.10757 1.99169 0.31875 0.43
H 3.36109 1.33115 -0.72189 0.53
H 3.07147 -1.83019 -0.51694 0.54
H 3.15796 -0.56019 -1.70413 0.40
H 1.25716 -2.82497 -1.48705 0.36
H 1.67925 -1.89658 -2.89735 0.48
H -0.66378 -1.81454 -1.95386 -0.06
H 0.00102 -0.45081 -2.50524 0.41
H 3.66067 0.12108 1.23502 0.42
H 2.72482 -1.34993 1.48621 0.57
H 1.68058 1.42922 2.23268 0.31
H 2.32197 0.23987 3.34976 0.56
H -0.17445 0.14760 2.93345 0.28
H 0.63299 -1.25507 2.71816 0.43
N -2.37816 0.14864 -0.72458 -0.45
C -3.58689 0.45174 0.14970 -0.86
C -3.35074 1.61064 1.13189 -0.36
C -2.11926 1.29085 1.91296 0.24
O -2.06912 0.87596 3.02651 -0.48
O -0.96937 1.38306 1.11666 -0.70
H -2.31568 0.92868 -1.36950 0.34
H -2.63375 -0.66439 -1.28920 0.09
H -3.84817 -0.45619 0.68498 0.32
H -4.41751 0.69097 -0.51061 0.51
H -4.20072 1.69898 1.80232 0.40
H -3.22021 2.55128 0.59458 0.34
S -2.62131 -3.05325 -2.15549 -0.40
Sb -2.32815 -4.01374 -0.19660 0.92
S -0.01721 -2.69294 0.78150 -0.26
S -1.76097 -1.84763 1.47369 -0.15
```

- ⟨S²⟩: 0.759
- LUMO (alpha / beta): -11.359 / -11.304 eV
- F_max: 1.08 eV/Å
- Kohn-Sham gap (alpha / beta): 0.2676 / 0.2699 Eh
- E_HOMO (alpha / beta): -18.64 / -18.65 eV
- Charge: +3
- 2S+1: 2
- Energy above the lowest of the compared OMol25 structures with the same formula, charge and spin: 0.9335 eV

***

The following is a DFT calculation (ωB97M-V/def2-TZVPD) of one molecule with the formula C5H6ClN.

```
13
Properties=species:S:1:pos:R:3:mulliken_charge:R:1
C 0.78654 0.24227 1.01721 -0.67
C 1.13281 1.38351 0.34597 -0.16
C -0.14081 -0.50427 0.34801 0.46
C -0.52489 0.58281 -1.05960 -0.23
C -0.77404 -1.78621 0.38363 -0.94
N 0.32413 1.57588 -0.77089 -0.03
Cl -1.40105 0.50705 -2.48162 -0.18
H 1.30871 0.09000 1.90766 0.46
H 1.96926 2.09129 0.57832 0.34
H -1.61878 -1.89846 0.94314 0.30
H -1.30421 -2.02060 -0.64238 0.24
H -0.08106 -2.72277 0.68505 0.22
H 0.32339 2.45948 -1.25449 0.21
```

- LUMO: 0.864 eV
- F_max: 6.96 eV/Å
- Kohn-Sham gap: 0.2899 Eh
- E_HOMO: -7.02 eV
- SMILES: Cc1cc[nH]c1Cl
- Energy above the lowest of the compared OMol25 structures with the same formula, charge and spin: 2.9110 eV

***

The following is a DFT calculation (ωB97M-V/def2-TZVPD) of C5H13N as an isolated structure.

```
19
Properties=species:S:1:pos:R:3:mulliken_charge:R:1
C -0.88475 1.63751 -0.00740 -1.10
C -0.26062 0.40801 -0.67715 -0.44
N -0.33273 0.57423 -2.12871 -0.44
C 0.57941 0.03727 2.04497 -0.73
C 0.27245 -1.45803 2.11354 -0.50
C 0.39186 -0.42655 -2.79177 -0.80
H -1.62538 1.31786 0.75482 0.27
H -1.41625 2.23738 -0.74847 0.43
H -0.18313 2.35490 0.51165 0.22
H 0.77783 0.20994 -0.31572 0.56
H -0.98585 -0.44108 -0.75692 0.36
H 1.54740 0.04952 2.60202 0.32
H -0.21433 0.34810 2.80275 0.22
H -0.12868 -0.66869 1.18985 0.19
H 1.03973 -2.08643 1.75689 0.27
H -0.47235 -1.94738 2.73396 0.29
H 1.24445 0.00568 -3.33895 0.30
H 0.90218 -1.21801 -2.22022 0.29
H -0.25123 -0.93424 -3.52516 0.29
```

- LUMO: -1.971 eV
- F_max: 5.65 eV/Å
- Kohn-Sham gap: 0.1564 Eh
- E_HOMO: -6.23 eV
- Energy above the lowest of the compared OMol25 structures with the same formula, charge and spin: 9.8402 eV

***

Which value of energy above the lowest of the compared OMol25 structures with the same formula, charge and spin does entry 1 give?
0.9335 eV